Record 1
Entry from the OMol25 dataset: 12 unconnected molecules or ions with the total composition C30H79Br2O18P (ωB97M-V with the def2-TZVPD basis set).

XYZ file:
```
130
Properties=species:S:1:pos:R:3:lowdin_charge:R:1
C -2.33 -3.14 -1.99 -0.18
C -1.29 -2.34 -1.24 -0.71
Br -0.36 -3.58 -0.02 0.79
C -1.75 -1.14 -0.35 -0.63
Br -3.69 -0.90 -0.40 0.89
C -1.01 0.18 -0.63 -0.47
C 0.51 -0.02 -0.84 -0.11
C 1.33 1.30 -0.75 -0.09
C 2.21 1.40 0.47 -0.51
O 1.99 2.16 1.40 0.11
O 3.33 0.60 0.47 0.07
O -1.30 1.11 0.43 -0.02
C -0.86 0.73 1.66 -0.29
O -1.39 1.13 2.68 0.10
P -1.72 0.94 -2.18 0.48
O -2.18 -0.06 -3.15 -0.25
O -0.58 1.88 -2.77 -0.10
O -2.87 1.93 -1.71 -0.13
H -1.80 -3.93 -2.53 0.08
H -2.82 -2.51 -2.73 0.06
H -3.03 -3.62 -1.32 0.05
H -0.55 -2.01 -1.97 0.07
H -1.57 -1.42 0.68 0.05
H 0.89 -0.74 -0.12 0.10
H 0.65 -0.42 -1.84 0.12
H 0.72 2.19 -0.77 0.12
H 1.99 1.37 -1.61 0.12
H 3.05 -0.32 0.63 0.10
H 0.01 0.08 1.70 0.12
H -0.73 1.94 -3.73 0.11
H -2.47 2.72 -1.30 0.11
C 1.28 -2.64 4.39 -0.07
C 1.91 -2.46 3.03 -0.28
O 1.58 -1.17 2.47 -0.12
H 0.19 -2.54 4.32 0.08
H 1.52 -3.62 4.80 0.08
H 1.63 -1.87 5.09 0.08
H 1.54 -3.20 2.34 0.08
H 3.00 -2.56 3.08 0.09
H 1.90 -0.50 3.08 0.09
C -6.20 2.33 -2.66 -0.08
C -6.17 1.63 -4.01 -0.31
O -5.13 2.16 -4.84 -0.09
H -6.37 3.40 -2.78 0.08
H -6.99 1.92 -2.03 0.08
H -5.25 2.19 -2.16 0.05
H -7.10 1.77 -4.55 0.11
H -6.01 0.56 -3.87 0.11
H -4.31 2.04 -4.37 0.06
C 5.03 5.17 -0.67 -0.09
C 3.91 4.26 -0.22 -0.30
O 3.70 3.18 -1.14 -0.08
H 4.82 5.58 -1.66 0.07
H 5.16 6.00 0.02 0.08
H 5.98 4.63 -0.74 0.07
H 2.97 4.80 -0.17 0.12
H 4.12 3.86 0.77 0.11
H 4.52 2.68 -1.18 0.09
C -4.30 0.05 -7.64 -0.09
C -4.33 -1.18 -6.74 -0.32
O -3.26 -1.18 -5.80 -0.09
H -3.35 0.10 -8.17 0.07
H -5.11 0.01 -8.37 0.07
H -4.41 0.96 -7.05 0.05
H -4.21 -2.09 -7.33 0.11
H -5.29 -1.24 -6.21 0.10
H -3.34 -0.41 -5.24 0.04
C -5.34 1.64 4.66 -0.09
C -5.32 0.91 3.32 -0.33
O -4.35 1.45 2.43 -0.10
H -5.55 2.70 4.50 0.07
H -6.11 1.22 5.32 0.07
H -4.38 1.55 5.16 0.07
H -6.28 1.01 2.82 0.11
H -5.12 -0.16 3.48 0.09
H -3.48 1.37 2.83 0.04
C 2.86 -6.42 -1.84 -0.09
C 2.21 -7.41 -0.89 -0.32
O 1.70 -6.78 0.28 -0.10
H 3.67 -5.89 -1.34 0.07
H 3.27 -6.93 -2.72 0.07
H 2.13 -5.68 -2.18 0.07
H 2.95 -8.14 -0.54 0.11
H 1.41 -7.96 -1.40 0.11
H 1.04 -6.14 -0.01 0.01
C 6.28 8.79 -4.54 -0.09
C 5.64 7.75 -3.64 -0.33
O 5.36 8.27 -2.33 -0.09
H 7.20 9.16 -4.09 0.08
H 6.51 8.37 -5.52 0.07
H 5.61 9.64 -4.68 0.07
H 6.31 6.91 -3.49 0.11
H 4.72 7.37 -4.09 0.11
H 4.75 9.00 -2.43 0.08
C 7.49 -3.01 2.22 -0.09
C 6.00 -2.88 1.99 -0.32
O 5.25 -3.56 3.00 -0.09
H 7.79 -4.06 2.24 0.08
H 8.05 -2.50 1.42 0.07
H 7.78 -2.56 3.17 0.07
H 5.71 -3.34 1.05 0.11
H 5.71 -1.83 1.96 0.11
H 5.47 -3.17 3.85 0.08
C -5.76 -3.92 2.99 -0.09
C -4.46 -3.40 2.41 -0.32
O -4.19 -3.92 1.12 -0.12
H -5.75 -5.01 3.05 0.08
H -5.93 -3.52 3.99 0.07
H -6.61 -3.63 2.36 0.08
H -3.61 -3.70 3.03 0.11
H -4.47 -2.30 2.36 0.08
H -4.91 -3.66 0.54 0.06
C 9.09 6.82 1.17 -0.09
C 9.39 6.37 -0.25 -0.32
O 8.24 5.83 -0.90 -0.10
H 8.72 5.98 1.75 0.07
H 9.99 7.21 1.65 0.07
H 8.33 7.60 1.18 0.07
H 10.14 5.58 -0.26 0.11
H 9.78 7.21 -0.84 0.11
H 7.56 6.51 -0.92 0.06
C -7.81 -6.14 7.03 -0.09
C -7.12 -5.84 5.71 -0.33
O -8.06 -5.70 4.65 -0.09
H -8.40 -7.05 6.95 0.08
H -7.08 -6.26 7.84 0.07
H -8.49 -5.33 7.30 0.07
H -6.45 -6.65 5.43 0.11
H -6.52 -4.92 5.79 0.09
H -8.64 -4.98 4.88 0.08
```

As for the gap between HOMO and LUMO: 0.36538 hartree. For the energy relative to the best compared isomer or geometry (same formula, charge and spin), the calculation gives 0.0 kcal/mol. For the HOMO energy, the calculation gives -0.356 Eh. For the LUMO energy, the calculation gives 0.0092 hartree. As for the total energy: -8034.14996 Eh. Its spin multiplicity is 1.

Record 2
Entry from the OMol25 dataset: 10 unconnected molecules or ions with the total composition C30H79BrF3N2O14P2S10 (ωB97M-V with the def2-TZVPD basis set).

XYZ file:
```
141
Properties=species:S:1:pos:R:3:lowdin_charge:R:1
C -0.15 -1.83 -4.20 -0.27
P -1.17 -1.98 -2.68 0.90
C -1.64 -3.74 -2.52 -0.27
C -0.03 -1.54 -1.26 -0.49
C 0.07 -2.65 -0.24 -0.14
N 0.50 -2.03 1.05 0.08
C -0.55 -1.16 1.66 -0.23
P 0.17 -0.76 3.29 0.44
O 0.51 -2.00 4.00 -0.24
O -0.73 0.19 4.16 -0.08
O 1.48 0.07 2.99 -0.09
C -1.07 -0.03 0.71 -0.39
C -0.91 1.40 1.27 -0.15
C -2.12 2.36 1.32 -0.19
C -2.21 3.39 0.19 -0.24
C -3.12 4.52 0.60 -0.27
N -4.50 3.98 0.62 0.01
S -2.80 -0.53 0.35 0.77
O -3.47 0.38 -0.53 -0.27
O -2.82 -1.91 -0.02 -0.28
C -3.73 -0.50 2.00 -0.61
F -3.89 -1.77 2.41 0.14
F -4.91 0.06 1.76 0.16
F -3.06 0.18 2.94 0.13
C -0.23 -0.14 -0.62 -0.63
Br -0.72 1.14 -1.98 0.89
H -0.28 -0.86 -4.65 0.02
H -0.36 -2.64 -4.89 0.01
H 0.90 -1.92 -3.92 0.01
H -0.87 -4.39 -2.13 0.04
H -2.55 -3.84 -1.95 0.03
H -1.83 -4.07 -3.54 0.02
H 0.95 -1.50 -1.72 0.08
H -0.83 -3.25 -0.12 0.12
H 0.87 -3.31 -0.54 0.10
H 1.40 -1.56 0.96 0.18
H 0.66 -2.78 1.74 0.18
H -1.35 -1.87 1.87 0.13
H -0.96 -0.31 4.95 0.10
H 2.24 -0.52 2.82 0.08
H -0.16 1.90 0.68 0.10
H -0.49 1.41 2.26 0.08
H -3.09 1.90 1.39 0.07
H -2.02 2.95 2.23 0.12
H -2.63 2.93 -0.69 0.07
H -1.23 3.79 -0.03 0.09
H -2.88 4.86 1.60 0.11
H -3.05 5.32 -0.12 0.08
H -5.17 4.74 0.60 0.06
H -4.65 3.43 -0.21 0.06
H 0.75 0.20 -0.30 0.09
C -2.42 -5.48 -7.88 -0.26
S -2.89 -3.88 -7.22 0.84
O -2.10 -3.67 -5.97 -0.58
C -4.54 -4.37 -6.71 -0.27
H -1.39 -5.41 -8.22 0.05
H -2.50 -6.24 -7.10 0.06
H -3.06 -5.72 -8.72 0.06
H -4.48 -5.19 -6.00 0.06
H -5.11 -4.66 -7.60 0.03
H -5.01 -3.51 -6.24 0.05
C 4.58 -2.53 -2.48 -0.26
S 3.42 -3.81 -2.97 0.85
O 2.20 -3.62 -2.13 -0.57
C 4.33 -5.18 -2.27 -0.26
H 4.18 -1.57 -2.80 0.05
H 4.71 -2.54 -1.40 0.06
H 5.54 -2.70 -2.98 0.06
H 4.47 -5.02 -1.20 0.06
H 5.29 -5.27 -2.77 0.06
H 3.74 -6.09 -2.43 0.05
C -7.13 1.26 -2.43 -0.27
S -8.55 2.06 -1.65 0.80
O -8.12 3.44 -1.29 -0.56
C -8.49 1.09 -0.15 -0.27
H -6.96 1.76 -3.38 0.05
H -6.26 1.37 -1.79 0.04
H -7.36 0.21 -2.60 0.05
H -7.52 1.21 0.33 0.05
H -8.68 0.04 -0.38 0.05
H -9.28 1.45 0.51 0.05
C 1.05 -0.97 7.72 -0.26
S 0.78 0.63 8.49 0.79
O 1.67 0.69 9.68 -0.55
C -0.88 0.29 9.10 -0.27
H 2.06 -0.98 7.32 0.04
H 0.94 -1.76 8.46 0.07
H 0.34 -1.12 6.91 0.03
H -0.86 -0.59 9.75 0.06
H -1.55 0.11 8.26 0.05
H -1.22 1.16 9.66 0.05
C 6.03 1.36 2.29 -0.26
S 5.72 -0.03 3.37 0.84
O 4.88 -1.01 2.59 -0.59
C 4.56 0.80 4.45 -0.27
H 6.72 1.03 1.51 0.00
H 5.09 1.70 1.86 0.06
H 6.51 2.16 2.87 0.06
H 3.73 1.15 3.83 0.04
H 5.03 1.63 4.97 0.05
H 4.20 0.07 5.18 0.05
C 6.34 2.42 8.31 -0.27
S 6.85 0.71 8.50 0.81
O 7.00 0.15 7.13 -0.57
C 5.28 0.10 9.13 -0.27
H 7.17 2.97 7.88 0.05
H 5.47 2.47 7.65 0.05
H 6.09 2.83 9.29 0.06
H 4.50 0.32 8.40 0.04
H 5.05 0.59 10.07 0.06
H 5.37 -0.97 9.27 0.05
C 10.94 1.90 0.07 -0.27
S 9.69 0.67 -0.30 0.83
O 8.54 0.94 0.63 -0.57
C 10.58 -0.73 0.39 -0.27
H 10.56 2.87 -0.25 0.05
H 11.14 1.91 1.14 0.06
H 11.85 1.66 -0.49 0.06
H 10.81 -0.54 1.44 0.06
H 11.50 -0.89 -0.18 0.06
H 9.94 -1.61 0.31 0.05
C -1.97 8.36 -1.07 -0.27
S -0.92 7.21 -1.95 0.83
O -0.96 5.92 -1.19 -0.56
C 0.63 8.01 -1.52 -0.27
H -3.00 8.02 -1.17 0.05
H -1.69 8.39 -0.01 0.06
H -1.87 9.35 -1.51 0.05
H 0.73 8.05 -0.44 0.06
H 0.65 9.01 -1.95 0.05
H 1.44 7.41 -1.94 0.05
C -7.24 -1.49 -10.50 -0.27
S -6.79 -2.69 -9.24 0.79
O -5.63 -3.47 -9.76 -0.56
C -8.25 -3.72 -9.43 -0.26
H -6.43 -0.77 -10.57 0.05
H -7.37 -2.00 -11.45 0.06
H -8.16 -0.98 -10.20 0.06
H -8.31 -4.08 -10.46 0.06
H -9.14 -3.15 -9.18 0.06
H -8.15 -4.57 -8.76 0.05
```

As for the gap between HOMO and LUMO: 0.26783 hartree. Its total charge is +1. For the HOMO energy, the calculation gives -0.344 Eh. For the LUMO energy, the calculation gives -0.0766 hartree. As for the total energy: -9891.08020 Eh. Its spin multiplicity is 1.